1.
C4H12N2O2 | the ωB97M-V functional and the def2-TZVPD basis

Last columns: bonded neighbours and bond lengths (Å).
Atoms and positions in Å:
1 O 1.96086 -2.49655 -1.44795  C2 1.202
2 C 1.54721 -1.40239 -1.72439  O1 1.202, C3 1.518, H8 1.089
3 C 0.72880 -0.54029 -0.78030  C2 1.518, C4 1.597, N7 1.486, H9 1.118
4 C -0.70684 -1.19158 -0.52683  C3 1.597, C5 1.515, H10 1.043, H11 1.128
5 C -1.57739 -0.30289 0.33830  C4 1.515, N6 1.491, H12 1.154, H13 1.111
6 N -1.58208 1.11275 -0.13100  C5 1.491, H14 1.031, H15 0.981
7 N 1.51239 -0.31178 0.46197  C3 1.486, H16 1.021, H17 1.026
8 H 1.86055 -0.76357 -2.54939  C2 1.089
9 H 0.41216 0.38144 -1.32840  C3 1.118
10 H -1.19789 -1.43920 -1.41358  C4 1.043
11 H -0.56724 -2.24332 -0.14398  C4 1.128
12 H -2.64340 -0.74082 0.27141  C5 1.154
13 H -1.21356 -0.49072 1.37083  C5 1.111
14 H -2.27393 1.56810 0.48216  N6 1.031
15 H -0.66413 1.45716 -0.09268  N6 0.981
16 H 1.41709 -0.98327 1.22580  N7 1.021
17 H 1.35108 0.53593 1.01687  N7 1.026
18 H -0.17857 2.53085 1.35189  O20 0.947
19 H 1.29495 2.82009 1.62944  O20 0.913
20 O 0.51996 2.50005 1.98985  H18 0.947, H19 0.913

Output
- SMILES: NCC[C@@H](N)C=O.O
- DFT total energy: -11416.224 eV
- Net charge: 0

Results of the Mulliken charge analysis, in e, for atoms 1 through 2: O -0.462; C -0.141

=====

2.
C4H12N2O2 | the ωB97M-V functional and the def2-TZVPD basis

Last columns: bonded neighbours and bond lengths (Å).
Atoms and positions in Å:
1 C 0.32028 1.35705 0.32169  O7 1.378, O8 1.379, H12 1.088
2 C -1.22976 -0.02408 -0.64895  C3 1.470, C4 1.497, H13 1.086
3 C -0.34737 -1.17249 -0.39492  C2 1.470, N5 1.524, H16 1.097, H17 1.098
4 C -2.42947 0.20956 0.21504  C2 1.497, H18 1.092, H19 1.109, H20 1.092
5 N 1.07024 -0.61330 -0.38113  C3 1.524, N6 1.432, H11 1.016
6 N 2.16040 -1.29311 0.25214  N5 1.432, H14 1.017, H15 1.018
7 O 0.96568 2.03028 -0.69257  C1 1.378, H9 0.969
8 O 1.01151 1.27435 1.51173  C1 1.379, H10 0.979
9 H 1.88810 2.17615 -0.43423  O7 0.969
10 H 1.82881 0.75537 1.36496  O8 0.979
11 H 1.31910 -0.33351 -1.32612  N5 1.016
12 H -0.61967 1.84429 0.57425  C1 1.088
13 H -1.32045 0.26592 -1.69191  C2 1.086
14 H 1.81001 -1.99261 0.90142  N6 1.017
15 H 2.75253 -1.78002 -0.41738  N6 1.018
16 H -0.48525 -1.60756 0.60224  C3 1.097
17 H -0.39472 -1.96855 -1.14985  C3 1.098
18 H -2.70541 -0.67071 0.79945  C4 1.092
19 H -2.29252 1.02171 0.95785  C4 1.109
20 H -3.30204 0.52127 -0.36372  C4 1.092

Output
- DFT total energy: -11412.842 eV
- Net charge: 0

Results of the Mulliken charge analysis, in e, for atoms 1 through 2: C 0.087; C -0.427

=====

3.
C4H12N2O2 | the ωB97M-V functional and the def2-TZVPD basis

Last columns: bonded neighbours and bond lengths (Å).
Atoms and positions in Å:
1 C 0.38098 2.15309 -2.49459  N2 1.443, H8 1.086, H9 1.100, H10 1.082
2 N 0.64172 1.59503 -1.19011  C1 1.443, C3 1.453, H11 1.005
3 C 0.22316 0.21704 -1.00025  N2 1.453, C4 1.513, H12 1.092, H13 1.090
4 C 0.51332 -0.11545 0.44726  C3 1.513, N5 1.364, O7 1.217
5 N 1.47565 -1.03305 0.74958  C4 1.364, C6 1.440, H14 1.006
6 C 1.93483 -2.11459 -0.08259  N5 1.440, H15 1.078, H16 1.093, H17 1.086
7 O -0.03915 0.51935 1.32702  C4 1.217
8 H 1.10525 2.93371 -2.70548  C1 1.086
9 H -0.62594 2.58911 -2.57851  C1 1.100
10 H 0.49503 1.37531 -3.23760  C1 1.082
11 H 0.37058 2.17016 -0.41183  N2 1.005
12 H -0.84015 0.05237 -1.18729  C3 1.092
13 H 0.75834 -0.38872 -1.73173  C3 1.090
14 H 1.61257 -1.16111 1.73836  N5 1.006
15 H 1.75627 -1.89735 -1.12286  C6 1.078
16 H 3.02142 -2.21792 -0.02029  C6 1.093
17 H 1.46712 -3.06322 0.16324  C6 1.086
18 H -4.68804 -0.43225 5.23213  O20 0.960
19 H -4.56863 -0.92532 3.76583  O20 0.979
20 O -4.99435 -0.25619 4.33970  H18 0.960, H19 0.979

Output
- SMILES: CNCC(=O)NC.O
- DFT total energy: -11417.540 eV
- Net charge: 0

Results of the Mulliken charge analysis, in e, for atoms 1 through 2: C -0.861; N -0.374

=====

Record-wise relative energy (zero: lowest compared OMol25 entry of this formula, charge and spin) values, in kcal per mole: 69.0; 147.0; 38.7
Record-wise E_HOMO values, in Eh: -0.3393; -0.2489; -0.3169
Record-wise HOMO-LUMO gap values, in eV: 9.821; 7.528; 9.460